ORCA calculation (ωB97M-V/def2-TZVPD) on C23H21CsF6N6O4S2 as an isolated structure.

* gap between HOMO and LUMO: 0.16525 Eh
* HOMO level: -0.0193 hartree
* total charge: -2
* LUMO: 3.972 eV

Last column: Mulliken charge in e.
CARTESIAN COORDINATES (ANGSTROEM)
Cs -1.99 0.84 0.06  0.69
C 4.88 -5.71 0.25  -1.46
C 4.08 -4.49 0.61  0.83
C 4.61 -3.46 1.38  -1.11
C 3.86 -2.35 1.73  -0.61
C 2.51 -2.17 1.33  0.58
N 1.76 -1.08 1.53  -0.67
C 2.03 -0.20 2.54  0.69
C 2.45 -0.57 3.83  -0.26
C 2.58 0.34 4.87  -1.07
C 2.30 1.69 4.68  0.84
C 2.40 2.68 5.81  -1.46
C 1.90 2.09 3.41  -0.46
C 1.77 1.19 2.37  -0.46
N 1.35 1.70 1.10  0.97
C 1.60 1.20 -0.14  -0.05
C 1.08 2.09 -1.05  -0.51
C 0.54 3.12 -0.25  -0.67
N 0.70 2.88 1.04  -0.97
C 2.00 -3.25 0.55  0.16
C 2.75 -4.36 0.21  -0.40
N 0.65 -3.19 0.09  1.02
C -0.44 -2.83 0.80  -0.31
C -1.53 -3.02 -0.02  -0.85
C -0.99 -3.50 -1.22  -0.36
N 0.33 -3.61 -1.16  -1.18
H 5.93 -5.57 0.49  0.35
H 4.82 -5.94 -0.82  0.32
H 4.54 -6.60 0.79  0.27
H 5.64 -3.52 1.70  0.25
H 4.33 -1.55 2.30  0.45
H 2.63 -1.62 4.01  0.51
H 2.87 -0.02 5.85  0.25
H 2.72 2.19 6.73  0.35
H 1.45 3.17 6.00  0.29
H 3.13 3.47 5.59  0.30
H 1.67 3.13 3.21  0.47
H 2.07 0.25 -0.25  0.27
H 1.02 1.98 -2.11  0.36
H 0.00 4.00 -0.57  0.41
H 2.27 -5.12 -0.39  0.43
H -0.34 -2.45 1.80  0.57
H -2.56 -2.83 0.23  0.51
H -1.49 -3.75 -2.14  0.44
F -3.81 -2.10 3.46  -0.22
C -4.43 -0.91 3.59  0.56
F -5.32 -0.81 2.61  -0.23
F -5.07 -0.91 4.76  -0.24
S -3.15 0.46 3.50  1.28
O -1.92 -0.19 3.84  -0.67
O -3.28 0.96 2.14  -0.67
N -3.52 1.51 4.61  -0.56
S -4.75 2.50 4.42  1.06
O -4.97 3.20 5.65  -0.68
O -5.87 1.91 3.72  -0.63
C -4.13 3.84 3.26  0.65
F -2.80 3.94 3.28  -0.22
F -4.64 5.02 3.63  -0.25
F -4.52 3.60 2.00  -0.21
C -2.35 1.73 -3.14  -1.08
H -2.68 0.91 -3.81  0.15
H -1.40 2.11 -3.56  0.07
H -3.09 2.54 -3.25  0.16


ORCA calculation (ωB97M-V/def2-TZVPD) on C23H21CsN6O11 as an isolated structure.

* gap between HOMO and LUMO: 0.24749 Eh
* HOMO level: -0.1065 hartree
* total charge: -2
* LUMO: 3.837 eV

Last column: Mulliken charge in e.
CARTESIAN COORDINATES (ANGSTROEM)
Cs -0.37 0.84 0.62  1.26
O -1.00 3.69 3.73  -0.77
C -1.36 2.59 3.32  0.09
N -2.13 2.28 2.28  -0.03
C -3.09 3.01 1.69  -0.24
O -3.93 3.75 2.18  -0.71
C -3.07 2.82 0.17  0.73
C -2.94 3.94 -0.64  -0.68
C -2.76 3.76 -2.00  -0.36
C -2.76 2.48 -2.52  -0.60
C -2.95 1.42 -1.64  -0.10
N -3.08 1.57 -0.32  -0.33
C -0.78 1.35 4.04  0.36
C -0.10 1.55 5.24  -0.35
C 0.37 0.44 5.92  -0.39
C 0.16 -0.82 5.38  -0.55
C -0.51 -0.91 4.17  -0.35
N -0.98 0.14 3.51  -0.06
H -2.94 4.92 -0.18  0.40
H -2.60 4.62 -2.65  0.38
H -2.60 2.29 -3.57  0.41
H -2.92 0.39 -2.00  0.32
H 0.04 2.56 5.59  0.46
H 0.90 0.56 6.86  0.38
H 0.51 -1.72 5.88  0.39
H -0.67 -1.88 3.70  0.43
O 0.93 -2.70 -1.76  -0.84
C 0.26 -1.68 -1.98  -0.11
O -0.85 -1.37 -1.47  -0.66
C 0.84 -0.68 -2.97  0.74
C 0.89 -0.96 -4.29  -0.12
C 1.41 -0.01 -5.20  -0.56
C 1.87 1.21 -4.76  -0.36
C 1.81 1.51 -3.41  -0.25
C 1.33 0.58 -2.42  0.56
O 1.34 0.78 -1.19  -1.11
N 2.27 2.84 -3.03  0.97
O 1.80 3.35 -2.04  -0.56
O 3.09 3.39 -3.76  -0.68
N 1.45 -0.30 -6.61  1.02
O 1.04 -1.39 -6.99  -0.68
O 1.91 0.54 -7.38  -0.68
H 0.54 -1.91 -4.67  0.54
H 2.27 1.94 -5.46  0.58
C -3.31 -2.22 0.53  -0.39
O -2.18 -3.06 0.53  -0.60
H -4.00 -2.59 1.29  0.28
H -3.83 -2.22 -0.43  0.21
H -3.07 -1.18 0.78  0.05
H -1.53 -2.67 -0.11  0.45
C 2.93 -3.90 0.41  -0.66
N 2.83 -2.96 1.50  0.18
C 3.64 -3.16 2.67  -1.02
C 2.03 -1.87 1.41  1.00
O 1.93 -1.02 2.28  -0.64
H 3.95 -3.93 0.02  0.28
H 2.25 -3.61 -0.39  0.13
H 2.66 -4.91 0.76  0.29
H 4.71 -3.05 2.43  0.29
H 3.49 -4.17 3.06  0.33
H 3.37 -2.43 3.42  0.29
H 1.47 -1.83 0.46  -0.36


ORCA calculation (ωB97M-V/def2-TZVPD) on C23H21IN4OSSeSn as an isolated structure.

* gap between HOMO and LUMO (spin up / spin down): 0.10930 / 0.10995 Eh
* HOMO level (spin up / spin down): -0.4872 / -0.4875 hartree
* total charge: +2
* LUMO (spin up / spin down): -10.284 / -10.273 eV

Last column: Mulliken charge in e.
CARTESIAN COORDINATES (ANGSTROEM)
Sn 0.23 0.40 -0.16  0.76
I 2.87 -0.37 1.70  0.05
C 1.10 -0.88 2.77  0.12
C 1.12 -1.15 4.12  -0.47
C -0.10 -1.45 4.72  -0.31
C -1.24 -1.50 3.94  -0.84
C -1.15 -1.19 2.60  -0.07
N 0.01 -0.89 2.02  -0.03
H 2.04 -1.12 4.69  0.42
H -0.14 -1.64 5.78  0.43
H -2.20 -1.76 4.37  0.44
H -2.01 -1.18 1.95  0.51
Se 3.17 -2.20 -2.16  0.40
C 5.02 -1.92 -1.90  0.48
C 5.97 -2.94 -1.78  -0.25
C 7.29 -2.57 -1.57  -0.33
N 7.64 -1.31 -1.48  -0.40
C 6.78 -0.34 -1.59  -0.41
C 5.43 -0.59 -1.81  -0.28
H 5.70 -3.98 -1.85  0.40
H 8.07 -3.31 -1.47  0.40
H 7.15 0.68 -1.50  0.39
H 4.73 0.23 -1.92  0.48
C -0.21 6.98 0.60  -1.15
C -0.19 5.61 0.07  0.89
C 0.18 5.31 -1.25  -0.64
C 0.29 3.98 -1.59  -0.41
N 0.04 3.00 -0.74  -0.25
C -0.40 3.36 0.48  0.57
S -0.83 2.06 1.53  -0.44
N -0.49 4.60 0.88  -0.51
H 0.00 7.72 -0.17  0.35
H 0.53 7.06 1.40  0.30
H -1.17 7.19 1.06  0.33
H 0.36 6.10 -1.96  0.37
H 0.61 3.67 -2.58  0.45
C -1.79 -3.68 -0.67  -1.48
C -2.14 -2.23 -0.72  0.38
O -1.25 -1.37 -0.66  -0.32
C -3.54 -1.88 -0.89  1.00
C -3.85 -0.68 -1.55  -0.29
C -5.16 -0.36 -1.84  -0.68
C -6.18 -1.21 -1.45  -0.40
C -5.89 -2.36 -0.73  -0.75
C -4.58 -2.71 -0.47  -0.32
H -0.71 -3.80 -0.72  0.33
H -2.26 -4.20 -1.49  0.46
H -2.15 -4.13 0.25  0.35
H -3.03 -0.05 -1.87  0.43
H -5.38 0.55 -2.38  0.42
H -7.20 -0.98 -1.71  0.42
H -6.69 -3.00 -0.39  0.42
H -4.38 -3.61 0.09  0.31


ORCA calculation (ωB97M-V/def2-TZVPD) on C23H21N2ORe as an isolated structure.

* 2S+1: 4
* gap between HOMO and LUMO (spin up / spin down): 0.25824 / 0.27345 Eh
* HOMO level (spin up / spin down): -0.3629 / -0.4086 hartree
* <S²>: 3.846
* total charge: +1
* LUMO (spin up / spin down): -2.848 / -3.677 eV

Last column: Mulliken charge in e.
CARTESIAN COORDINATES (ANGSTROEM)
Re -3.71 -17.14 0.71  1.30
N -6.84 -19.77 0.21  -0.33
C -5.95 -18.84 -0.04  0.48
O -5.13 -18.48 0.93  -0.68
C -5.71 -18.32 -1.42  -0.27
C -4.88 -17.00 -1.25  -1.41
H -7.21 -20.03 1.11  0.28
H -7.48 -19.87 -0.56  0.26
H -6.59 -18.28 -2.05  0.49
H -4.92 -19.04 -1.87  0.23
H -5.50 -16.21 -0.78  0.33
H -4.52 -16.58 -2.19  0.39
N -2.11 -16.12 -0.06  -0.39
C -1.38 -15.16 0.78  0.70
C -0.08 -14.91 0.42  -0.90
C 0.61 -13.79 1.01  -0.62
C 0.02 -13.07 2.05  -0.73
C -1.19 -13.54 2.64  -0.83
C -1.99 -14.46 1.90  0.27
C -3.50 -14.61 2.21  0.98
C -4.08 -13.44 2.77  -1.13
C -5.48 -13.35 2.95  -0.60
C -6.27 -14.48 2.79  -0.58
C -5.65 -15.66 2.34  -0.46
C -4.35 -15.70 1.88  0.01
H -1.36 -16.83 -0.34  0.54
H -2.30 -15.67 -0.96  0.44
H 0.44 -15.50 -0.26  0.44
H 1.63 -13.63 0.73  0.41
H 0.45 -12.16 2.38  0.47
H -1.57 -13.15 3.61  0.53
H -3.54 -12.50 3.03  0.27
H -5.96 -12.34 3.24  0.29
H -7.40 -14.34 2.98  0.29
H -6.28 -16.55 2.38  0.42
C -2.65 -18.00 1.91  -1.01
C -1.54 -18.40 2.32  1.46
C -0.34 -18.79 2.84  0.08
C 0.47 -19.76 2.18  -0.74
C 1.77 -19.90 2.56  -0.26
C 2.25 -19.25 3.75  -0.54
C 1.29 -18.73 4.64  -0.50
C 0.06 -18.35 4.11  -0.35
H 0.11 -20.25 1.27  0.36
H 2.43 -20.47 1.95  0.41
H 3.30 -19.09 3.90  0.43
H 1.42 -18.57 5.70  0.40
H -0.69 -17.75 4.68  0.39


ORCA calculation (ωB97M-V/def2-TZVPD) on the molecule C23H21N3O3S.

* gap between HOMO and LUMO: 0.30820 Eh
* HOMO level: -0.2961 hartree
* SMILES: CCOC(=O)Cc1nn(Cc2nc(-c3ccc(C)cc3)cs2)c(=O)c2ccccc12
* LUMO: 0.330 eV

Last column: Mulliken charge in e.
CARTESIAN COORDINATES (ANGSTROEM)
C -6.41 -3.28 -0.85  -1.12
C -6.06 -1.90 -1.38  -0.23
O -4.64 -1.69 -1.42  -0.32
C -4.06 -1.31 -0.28  0.49
O -4.64 -1.09 0.75  -0.57
C -2.55 -1.20 -0.47  -0.92
C -1.99 -0.08 0.35  0.47
N -1.15 -0.42 1.27  -0.76
N -0.61 0.50 2.07  0.62
C 0.35 -0.03 3.03  -0.90
C 1.44 -0.75 2.31  0.63
N 2.34 -0.19 1.60  -0.46
C 3.19 -1.08 1.01  -0.07
C 4.27 -0.59 0.17  0.81
C 5.19 -1.44 -0.44  -0.77
C 6.20 -0.93 -1.23  -0.62
C 6.34 0.44 -1.42  0.91
C 7.46 0.98 -2.26  -1.42
C 5.43 1.29 -0.81  -0.64
C 4.41 0.79 -0.02  -0.62
C 2.90 -2.39 1.31  -0.52
S 1.53 -2.50 2.34  -0.17
C -0.87 1.85 2.03  0.70
O -0.34 2.62 2.82  -0.74
C -1.82 2.25 0.99  -0.21
C -2.17 3.60 0.86  -0.57
C -3.06 3.98 -0.11  -0.50
C -3.62 3.03 -0.97  -0.72
C -3.28 1.70 -0.85  -0.63
C -2.38 1.28 0.14  1.14
H -7.48 -3.43 -0.90  0.37
H -6.08 -3.38 0.18  0.32
H -5.92 -4.05 -1.45  0.30
H -6.51 -1.13 -0.75  0.32
H -6.39 -1.78 -2.42  0.31
H -2.10 -2.14 -0.12  0.30
H -2.34 -1.08 -1.53  0.33
H -0.15 -0.70 3.72  0.36
H 0.75 0.84 3.56  0.36
H 5.10 -2.51 -0.31  0.26
H 6.90 -1.61 -1.70  0.38
H 7.69 0.31 -3.08  0.37
H 7.21 1.96 -2.66  0.36
H 8.36 1.08 -1.65  0.27
H 5.52 2.36 -0.95  0.35
H 3.71 1.45 0.46  0.55
H 3.40 -3.28 0.99  0.43
H -1.72 4.31 1.53  0.48
H -3.33 5.02 -0.22  0.41
H -4.31 3.34 -1.73  0.41
H -3.72 0.97 -1.52  0.46


ORCA calculation (ωB97M-V/def2-TZVPD) on the molecule C23H21N3O4S.

* gap between HOMO and LUMO: 0.30505 Eh
* HOMO level: -0.3313 hartree
* SMILES: CCOCc1cc(-c2ccccn2)c(C)c2c1C(=O)C=C(CCSc1nnco1)C2=O
* LUMO: -0.715 eV

Last column: Mulliken charge in e.
CARTESIAN COORDINATES (ANGSTROEM)
C 0.52 -3.01 2.92  -0.97
C 2.05 -2.79 2.53  -0.14
O 2.20 -3.32 1.21  -0.33
C 3.15 -2.54 0.44  -0.93
C 2.35 -1.28 -0.06  0.38
C 2.75 0.09 0.30  -0.43
C 1.98 1.25 -0.14  1.00
C 2.42 2.72 0.19  -0.03
C 3.73 3.12 -0.29  -0.70
C 4.14 4.51 -0.02  -0.35
C 3.19 5.36 0.70  -0.48
C 1.93 4.74 1.12  -0.18
N 1.52 3.47 0.89  -0.51
C 0.77 1.10 -0.95  0.34
C -0.14 2.25 -1.47  -1.32
C 0.37 -0.28 -1.31  0.87
C 1.15 -1.46 -0.87  0.20
C 0.61 -2.88 -1.28  0.06
O 1.34 -3.80 -1.57  -0.53
C -0.95 -2.99 -1.30  -0.59
C -1.67 -1.90 -1.70  0.49
C -3.25 -1.93 -1.70  -0.70
C -3.66 -2.26 -0.18  -0.55
S -5.33 -1.65 0.27  -0.16
C -5.41 0.11 -0.12  0.52
N -5.29 0.77 -1.31  -0.17
N -5.42 2.07 -1.04  -0.52
C -5.67 2.33 0.26  0.10
O -5.64 1.07 0.83  -0.28
C -0.92 -0.59 -2.13  -0.27
O -1.32 0.07 -3.06  -0.52
H -0.10 -2.12 2.61  0.18
H 0.37 -3.15 4.02  0.39
H 0.19 -3.93 2.36  0.23
H 2.23 -1.69 2.61  0.19
H 2.67 -3.31 3.31  0.33
H 3.43 -3.20 -0.43  0.28
H 4.03 -2.24 1.06  0.39
H 3.67 0.19 0.91  0.41
H 4.40 2.41 -0.84  0.38
H 5.14 4.86 -0.35  0.36
H 3.44 6.42 0.92  0.34
H 1.21 5.41 1.66  0.34
H 0.06 2.41 -2.56  0.25
H -1.20 1.89 -1.38  0.24
H -0.08 3.19 -0.87  0.35
H -1.41 -3.95 -0.99  0.31
H -3.57 -0.88 -1.96  0.43
H -3.67 -2.67 -2.41  0.31
H -2.85 -1.87 0.49  0.35
H -3.63 -3.39 -0.10  0.28
H -5.84 3.29 0.78  0.37


ORCA calculation (ωB97M-V/def2-TZVPD) on the molecule C23H21N5O3S.

* gap between HOMO and LUMO: 0.29788 Eh
* HOMO level: -0.3059 hartree
* SMILES: COc1ccc(CNC(=O)c2cc(-c3cncc(C)c3)ncc2-c2nccs2)nc1OC
* LUMO: -0.219 eV

Last column: Mulliken charge in e.
CARTESIAN COORDINATES (ANGSTROEM)
C 2.40 -3.34 -5.74  -0.94
O 3.02 -2.41 -4.89  -0.41
C 2.77 -2.50 -3.56  1.16
C 1.94 -3.42 -2.94  -0.40
C 1.76 -3.37 -1.56  -0.67
C 2.42 -2.40 -0.84  0.21
C 2.17 -2.20 0.63  -1.30
N 1.27 -1.07 0.84  0.05
C -0.06 -1.20 0.62  -0.67
O -0.61 -2.26 0.39  -0.64
C -0.83 0.07 0.83  1.21
C -1.14 0.42 2.14  -0.63
C -1.96 1.53 2.38  0.50
C -2.32 1.96 3.73  0.42
C -1.54 1.67 4.85  -0.70
N -1.85 2.05 6.07  -0.66
C -2.97 2.75 6.25  -0.47
C -3.82 3.12 5.22  0.88
C -5.07 3.90 5.48  -1.42
C -3.48 2.71 3.94  -0.46
N -2.48 2.24 1.38  -0.59
C -2.18 1.92 0.14  -1.10
C -1.35 0.85 -0.21  0.55
C -1.06 0.63 -1.61  0.23
N -1.73 1.17 -2.57  -0.59
C -1.23 0.86 -3.78  -0.71
C -0.14 0.05 -3.77  -0.33
S 0.30 -0.35 -2.17  0.58
N 3.24 -1.52 -1.42  -0.29
C 3.42 -1.56 -2.72  0.22
O 4.23 -0.66 -3.31  -0.34
C 4.84 0.27 -2.44  -0.71
H 2.74 -3.08 -6.75  0.24
H 2.70 -4.36 -5.51  0.36
H 1.31 -3.26 -5.70  0.37
H 1.42 -4.17 -3.52  0.42
H 1.09 -4.05 -1.07  0.37
H 3.11 -1.98 1.15  0.48
H 1.70 -3.08 1.05  0.39
H 1.68 -0.15 0.84  0.30
H -0.78 -0.18 2.95  0.48
H -0.60 1.13 4.77  0.43
H -3.18 3.02 7.28  0.39
H -4.93 4.57 6.33  0.38
H -5.89 3.22 5.71  0.28
H -5.35 4.49 4.61  0.36
H -4.10 2.96 3.09  0.47
H -2.62 2.53 -0.64  0.49
H -1.71 1.25 -4.66  0.47
H 0.44 -0.32 -4.60  0.51
H 5.44 -0.23 -1.68  0.31
H 4.08 0.88 -1.94  0.27
H 5.47 0.90 -3.08  0.25


ORCA calculation (ωB97M-V/def2-TZVPD) on C23H21NO6PPt as an isolated structure.

* gap between HOMO and LUMO: 0.30969 Eh
* HOMO level: -0.4402 hartree
* total charge: +1
* LUMO: -3.551 eV

Last column: Mulliken charge in e.
CARTESIAN COORDINATES (ANGSTROEM)
Pt -0.45 -0.62 -1.34  1.13
O -4.43 1.30 -3.40  -0.44
C -3.53 0.44 -2.95  0.28
O -3.71 -0.27 -1.99  -0.66
C -2.29 0.52 -3.79  -0.36
O -1.31 -0.47 -3.47  -0.48
C -0.17 -0.27 -4.36  -0.42
C 1.06 0.25 -3.65  0.55
O 1.96 0.72 -4.31  -0.63
O 1.10 0.12 -2.35  -0.66
H -5.23 1.26 -2.84  0.39
H -1.87 1.52 -3.68  0.45
H -2.60 0.40 -4.83  0.47
H -0.43 0.46 -5.13  0.46
H 0.05 -1.22 -4.85  0.29
O -2.55 -2.57 -1.40  -0.51
N -1.68 -2.00 -0.50  0.13
C -1.34 -2.83 0.41  -0.69
C -0.47 -2.57 1.56  0.52
C -0.56 -3.53 2.58  -0.89
C 0.10 -3.36 3.78  -0.71
C 0.85 -2.21 4.00  -0.79
C 0.95 -1.26 3.00  -0.21
C 0.33 -1.44 1.77  0.25
P 0.50 -0.12 0.55  0.97
C 2.23 0.29 0.38  0.77
C 3.24 -0.57 0.81  -0.61
C 4.56 -0.26 0.56  -0.75
C 4.89 0.90 -0.12  -0.57
C 3.89 1.76 -0.56  -0.81
C 2.56 1.46 -0.32  -0.39
C -0.36 1.29 1.31  0.71
C 0.35 2.31 1.93  -0.25
C -0.35 3.33 2.57  -0.77
C -1.73 3.32 2.59  -0.50
C -2.44 2.30 1.97  -0.76
C -1.75 1.28 1.33  -0.43
H -3.03 -1.79 -1.77  0.51
H -1.81 -3.80 0.36  0.38
H -1.17 -4.41 2.42  0.41
H 0.02 -4.11 4.56  0.43
H 1.36 -2.06 4.94  0.43
H 1.54 -0.36 3.17  0.51
H 2.99 -1.49 1.33  0.42
H 5.34 -0.93 0.90  0.44
H 5.93 1.14 -0.31  0.42
H 4.14 2.66 -1.10  0.41
H 1.79 2.12 -0.68  0.52
H 1.43 2.32 1.92  0.42
H 0.20 4.13 3.05  0.43
H -2.27 4.12 3.09  0.41
H -3.52 2.29 1.99  0.45
H -2.30 0.48 0.84  0.37


Largest force on an atom? In order: 2.8 2.0 1.7 5.1 1.2 5.6 1.3 0.8 eV/A.
Energy relative to the best compared isomer or geometry (same formula, charge and spin)? In order: 35.6 75.6 269.4 76.5 50.0 634.3 21.3 36.0 kJ/mol.